This record from the Open Molecules 2025 dataset describes a molecular structure, C48H60MoN3P2SSi. The level of theory is the ωB97M-V functional and the def2-TZVPD basis.

Maximum force = 1.11 eV/A
HOMO-LUMO gap (alpha / beta) = 6.686 / 7.066 eV
Energy = -3467.71914 a.u.
Molar mass = 897.1 g mol⁻¹
Spin multiplicity = 3
LUMO level (alpha / beta) = -0.1068 / -0.1106 hartree
Total charge = +1

Element x y z (Å)
1 Mo -0.355 0.207 -0.407
2 C 1.151 0.261 3.731
3 N 1.445 -0.075 2.322
4 P 0.714 -1.445 1.510
5 C 0.446 -2.647 2.851
6 C 1.546 -2.946 3.665
7 C 1.443 -3.904 4.655
8 C 0.249 -4.596 4.830
9 C -0.832 -4.328 4.011
10 C -0.736 -3.353 3.024
11 C 2.085 -2.304 0.683
12 C 3.425 -2.075 0.969
13 C 4.402 -2.907 0.438
14 C 4.039 -3.966 -0.379
15 C 2.701 -4.189 -0.679
16 C 1.726 -3.358 -0.153
17 P 1.366 1.181 1.150
18 C 3.063 1.534 0.666
19 C 4.139 1.229 1.493
20 C 5.424 1.600 1.123
21 C 5.633 2.277 -0.071
22 C 4.556 2.607 -0.884
23 C 3.270 2.247 -0.511
24 C 0.836 2.724 1.897
25 C 1.599 3.373 2.871
26 C 1.168 4.578 3.392
27 C -0.011 5.156 2.930
28 C -0.754 4.534 1.941
29 C -0.328 3.317 1.424
30 H 0.960 -0.646 4.294
31 H 0.283 0.915 3.818
32 H 2.014 0.760 4.172
33 H 2.486 -2.427 3.520
34 H 2.295 -4.122 5.285
35 H 0.172 -5.350 5.602
36 H -1.758 -4.873 4.133
37 H -1.587 -3.164 2.391
38 H 3.704 -1.272 1.632
39 H 5.444 -2.731 0.675
40 H 4.800 -4.622 -0.782
41 H 2.416 -5.010 -1.324
42 H 0.683 -3.541 -0.392
43 H 3.971 0.704 2.426
44 H 6.260 1.365 1.768
45 H 6.636 2.560 -0.361
46 H 4.714 3.150 -1.806
47 H 2.434 2.526 -1.141
48 H 2.535 2.946 3.212
49 H 1.753 5.077 4.153
50 H -0.341 6.103 3.337
51 H -1.662 4.989 1.568
52 H -0.902 2.837 0.641
53 S 0.640 -1.459 -2.880
54 C 2.227 -1.717 -3.349
55 N 2.483 -2.341 -4.533
56 C 3.718 -2.581 -5.042
57 C 4.824 -2.194 -4.358
58 C 4.635 -1.549 -3.114
59 C 3.385 -1.321 -2.624
60 H 1.665 -2.626 -5.056
61 H 3.742 -3.082 -5.998
62 H 5.806 -2.382 -4.762
63 H 5.497 -1.240 -2.537
64 H 3.231 -0.847 -1.664
65 C -2.623 -2.102 -1.932
66 C -3.478 -1.709 -0.721
67 C -3.122 -2.740 0.354
68 C -4.955 -1.893 -1.091
69 Si -2.998 0.071 -0.122
70 C -3.853 1.419 -1.227
71 C -3.282 2.828 -0.997
72 C -3.647 1.084 -2.713
73 C -5.369 1.519 -0.983
74 C -3.559 0.332 1.719
75 C -4.977 -0.198 1.991
76 C -3.554 1.815 2.109
77 C -2.606 -0.369 2.691
78 H -2.854 -3.132 -2.228
79 H -1.556 -2.096 -1.687
80 H -2.764 -1.468 -2.805
81 H -3.260 -3.749 -0.049
82 H -3.727 -2.665 1.257
83 H -2.069 -2.646 0.632
84 H -5.136 -2.945 -1.337
85 H -5.246 -1.308 -1.963
86 H -5.629 -1.632 -0.275
87 H -2.193 2.852 -1.021
88 H -3.610 3.265 -0.056
89 H -3.643 3.490 -1.792
90 H -2.599 0.918 -2.972
91 H -4.006 1.922 -3.320
92 H -4.212 0.205 -3.021
93 H -5.598 1.922 0.003
94 H -5.890 0.568 -1.089
95 H -5.803 2.209 -1.715
96 H -5.738 0.287 1.380
97 H -5.234 -0.011 3.040
98 H -5.060 -1.272 1.831
99 H -4.367 2.369 1.644
100 H -2.619 2.312 1.860
101 H -3.686 1.901 3.193
102 H -2.600 -1.450 2.571
103 H -2.908 -0.155 3.722
104 H -1.572 -0.008 2.581
105 N -0.184 1.281 -1.751
106 C 0.296 2.008 -2.848
107 C 1.576 1.772 -3.340
108 C 2.041 2.508 -4.416
109 C 1.234 3.474 -5.005
110 C -0.043 3.703 -4.514
111 C -0.520 2.970 -3.437
112 H 2.186 1.010 -2.876
113 H 3.037 2.328 -4.798
114 H 1.600 4.047 -5.845
115 H -0.678 4.450 -4.971
116 H -1.515 3.136 -3.056

Forces on atoms 1 to 6 (eV/Å):
Mo 0.27 -0.14 -1.06
C 0.25 -0.07 0.00
N -0.43 0.10 -0.09
P 0.00 0.14 0.02
C 0.14 -0.04 0.06
C -0.04 -0.04 0.02

These are the Löwdin partial charges, in e, on atoms 1 to 4: 0.958, -0.126, -0.467, 0.921

=====

This record from the Open Molecules 2025 dataset describes 12 unconnected molecules or ions with the total composition C43H117N7O12. The level of theory is the ωB97M-V functional and the def2-TZVPD basis.

Maximum force = 3.83 eV/A
HOMO-LUMO gap = 9.059 eV
SMILES = COC[C@H](C)N.COC[C@H](C)N.COC[C@H](C)N.COC[C@H](C)N.COC[C@H](C)N.COC[C@H](C)N.COC[C@H](C)N.CC(C)O.CC(C)O.CC(C)O.CC(C)O.CC(C)O
Energy = -2994.43544 a.u.
Molar mass = 924.4 g mol⁻¹
Spin multiplicity = 1
LUMO level = 0.0156 hartree

Element x y z (Å)
1 C 9.949 16.372 14.824
2 C 11.042 15.525 14.283
3 C 10.625 14.166 13.698
4 O 9.877 13.455 14.689
5 C 9.352 12.169 14.327
6 N 11.582 16.286 13.185
7 H 9.259 16.519 13.994
8 H 10.341 17.327 15.128
9 H 9.382 16.075 15.693
10 H 11.785 15.260 15.075
11 H 11.499 13.588 13.396
12 H 10.045 14.493 12.826
13 H 8.552 12.252 13.602
14 H 8.877 11.741 15.218
15 H 10.115 11.453 14.007
16 H 11.434 17.283 13.299
17 H 12.598 16.154 13.215
18 C 17.256 22.098 11.080
19 C 17.291 21.742 12.541
20 C 18.288 20.680 12.768
21 O 17.898 19.460 12.153
22 C 18.759 18.410 12.469
23 N 17.562 22.944 13.368
24 H 18.106 22.740 10.768
25 H 16.317 22.536 10.641
26 H 17.383 21.201 10.485
27 H 16.313 21.362 12.825
28 H 18.427 20.540 13.857
29 H 19.321 20.947 12.396
30 H 19.833 18.629 12.189
31 H 18.384 17.524 11.935
32 H 18.632 18.088 13.500
33 H 17.340 23.791 12.889
34 H 16.930 22.950 14.138
35 C 21.234 19.651 8.079
36 C 19.831 20.092 7.480
37 C 19.395 19.055 6.524
38 O 19.309 17.752 7.057
39 C 18.930 16.747 6.144
40 N 18.962 20.298 8.629
41 H 21.760 20.506 8.486
42 H 21.824 19.085 7.380
43 H 21.132 18.897 8.793
44 H 19.859 21.048 6.951
45 H 20.130 18.959 5.690
46 H 18.443 19.445 6.065
47 H 18.910 15.798 6.664
48 H 19.660 16.707 5.303
49 H 17.958 17.029 5.591
50 H 18.968 19.461 9.242
51 H 18.068 20.459 8.319
52 C 13.793 24.096 16.086
53 C 13.925 22.643 16.354
54 C 13.092 21.852 15.381
55 O 11.701 22.226 15.394
56 C 11.015 21.687 14.287
57 N 15.306 22.134 16.006
58 H 14.452 24.770 16.682
59 H 12.816 24.393 16.407
60 H 13.972 24.281 15.033
61 H 13.716 22.265 17.410
62 H 13.267 20.777 15.436
63 H 13.404 22.167 14.370
64 H 9.971 21.840 14.525
65 H 11.182 20.655 14.123
66 H 11.154 22.161 13.306
67 H 16.083 22.748 16.174
68 H 15.530 21.300 16.557
69 C 16.242 17.989 8.775
70 C 15.194 18.819 8.179
71 C 14.444 19.666 9.251
72 O 13.394 20.385 8.555
73 C 13.021 21.619 9.134
74 N 15.716 19.678 7.121
75 H 16.895 17.587 7.998
76 H 15.848 17.135 9.281
77 H 16.785 18.549 9.550
78 H 14.419 18.136 7.730
79 H 15.035 20.340 9.931
80 H 14.000 19.101 10.094
81 H 12.783 21.556 10.173
82 H 12.069 21.933 8.757
83 H 13.836 22.292 9.075
84 H 15.013 20.292 6.765
85 H 16.152 19.134 6.375
86 C 13.150 10.269 9.770
87 C 13.973 11.311 10.519
88 C 14.589 12.290 9.535
89 O 15.731 11.709 8.911
90 C 16.928 12.096 9.562
91 N 13.161 12.078 11.485
92 H 12.629 9.550 10.414
93 H 13.835 9.678 9.144
94 H 12.366 10.684 9.088
95 H 14.764 10.846 11.116
96 H 14.920 13.278 9.980
97 H 13.816 12.568 8.746
98 H 17.030 13.166 9.858
99 H 17.812 11.772 9.046
100 H 16.896 11.433 10.468
101 H 13.691 12.861 11.821
102 H 12.338 12.526 10.974
103 C 17.216 12.178 14.973
104 C 16.335 13.356 15.062
105 C 17.140 14.634 15.447
106 O 17.848 14.586 16.661
107 C 18.283 15.904 17.006
108 N 15.650 13.621 13.747
109 H 16.684 11.314 14.656
110 H 17.836 11.832 15.767
111 H 17.919 12.306 14.235
112 H 15.548 13.235 15.795
113 H 16.441 15.496 15.464
114 H 17.845 14.758 14.622
115 H 18.716 16.397 16.174
116 H 19.038 15.933 17.786
117 H 17.531 16.519 17.477
118 H 14.840 12.997 13.796
119 H 16.261 13.355 12.967
120 C 13.725 15.265 7.232
121 C 13.770 15.800 5.844
122 C 12.549 16.603 5.436
123 O 15.021 16.450 5.599
124 H 13.971 16.041 7.957
125 H 14.495 14.488 7.422
126 H 12.758 14.969 7.614
127 H 13.769 14.982 5.156
128 H 12.582 17.006 4.385
129 H 12.340 17.413 6.082
130 H 11.627 15.994 5.424
131 H 15.089 16.864 4.726
132 C 13.963 16.348 17.788
133 C 13.887 17.766 17.206
134 C 15.305 18.237 16.889
135 O 12.951 17.909 16.090
136 H 13.010 15.900 17.947
137 H 14.482 16.310 18.758
138 H 14.434 15.694 17.002
139 H 13.396 18.397 18.004
140 H 15.978 18.149 17.724
141 H 15.407 19.246 16.524
142 H 15.919 17.699 16.162
143 H 13.295 17.214 15.451
144 C 14.225 9.086 13.640
145 C 13.274 9.980 14.428
146 C 13.446 9.942 15.934
147 O 13.408 11.343 14.020
148 H 14.163 9.322 12.606
149 H 13.950 7.961 13.744
150 H 15.235 9.215 13.965
151 H 12.223 9.665 14.265
152 H 13.355 8.866 16.175
153 H 12.713 10.600 16.405
154 H 14.509 10.231 16.143
155 H 13.388 11.369 13.077
156 C 10.950 18.062 8.742
157 C 10.783 17.435 10.056
158 C 9.542 16.618 10.120
159 O 11.972 16.674 10.277
160 H 11.814 18.585 8.679
161 H 10.124 18.728 8.565
162 H 10.987 17.147 8.019
163 H 10.705 18.164 10.818
164 H 9.583 15.960 11.027
165 H 9.515 15.936 9.191
166 H 8.694 17.255 10.232
167 H 11.947 16.357 11.205
168 C 15.684 16.670 11.857
169 C 15.439 17.219 13.304
170 C 14.914 18.671 13.231
171 O 14.478 16.404 14.003
172 H 14.707 16.410 11.514
173 H 16.323 15.841 11.883
174 H 16.218 17.434 11.302
175 H 16.344 17.225 13.907
176 H 13.987 18.625 12.640
177 H 15.674 19.379 12.944
178 H 14.568 19.030 14.238
179 H 14.837 15.505 14.105

Forces on atoms 1 to 6 (eV/Å):
C -1.20 0.22 0.24
C 0.67 -1.35 1.06
C -0.98 0.49 0.66
O -0.01 -0.39 -0.41
C 0.19 0.49 0.66
N 1.77 -0.02 -0.73

These are the Löwdin partial charges, in e, on atoms 1 to 4: -0.054, -0.448, -0.179, -0.183

=====

This record from the Open Molecules 2025 dataset describes a molecular structure, C9H18NO12Tl. The level of theory is the ωB97M-V functional and the def2-TZVPD basis.

Maximum force = 7.52 eV/A
HOMO-LUMO gap = 3.193 eV
Energy = -1482.69451 a.u.
Molar mass = 536.6 g mol⁻¹
Spin multiplicity = 1
LUMO level = -0.5005 hartree
Total charge = +2

Element x y z (Å)
1 Tl 0.536 4.902 0.327
2 N -0.113 2.410 -1.660
3 O -0.174 1.223 -1.497
4 O 0.302 3.164 -0.777
5 O -0.498 2.886 -2.702
6 C 0.438 -0.367 0.010
7 O -0.147 -1.707 -0.476
8 C -1.000 -2.285 0.383
9 O -1.521 -1.836 1.459
10 O -1.302 -3.363 -0.255
11 C -2.343 -4.254 0.170
12 H 1.320 -0.460 0.643
13 H -0.171 0.138 0.760
14 H 0.668 0.284 -0.833
15 H -2.012 -4.896 0.986
16 H -2.479 -5.007 -0.606
17 H -3.280 -3.834 0.536
18 C 1.649 -3.556 -1.455
19 O 1.913 -2.250 -2.051
20 C 2.341 -1.323 -1.249
21 O 2.794 -1.416 -0.092
22 O 2.131 -0.186 -1.938
23 C 2.372 1.219 -1.579
24 H 2.470 -3.687 -0.750
25 H 1.669 -4.281 -2.269
26 H 0.701 -3.477 -0.922
27 H 1.937 1.966 -2.243
28 H 3.446 1.408 -1.572
29 H 2.115 1.452 -0.546
30 C -2.451 1.675 -0.158
31 O -1.926 1.435 1.150
32 C -1.132 2.392 1.663
33 O -0.909 3.513 1.177
34 O -0.779 1.933 2.826
35 C 0.104 2.601 3.635
36 H -2.070 1.011 -0.933
37 H -2.374 2.644 -0.651
38 H -3.532 1.549 -0.095
39 H 0.084 3.687 3.726
40 H 1.089 2.453 3.194
41 H 0.135 2.240 4.664

Forces on atoms 1 to 6 (eV/Å):
Tl 1.75 5.04 1.38
N -0.55 5.36 -1.96
O -0.90 -3.44 -0.97
O 0.91 -3.76 -1.21
O -0.21 -0.91 -0.24
C -4.72 -3.93 1.08

These are the Löwdin partial charges, in e, on atoms 1 to 4: 1.152, -0.529, 0.088, -0.240

=====

This record from the Open Molecules 2025 dataset describes a molecular structure, C5H11NOS. The level of theory is the ωB97M-V functional and the def2-TZVPD basis.

Maximum force = 3.97 eV/A
HOMO-LUMO gap = 7.961 eV
Energy = -725.06182 a.u.
Molar mass = 133.2 g mol⁻¹
Spin multiplicity = 1
LUMO level = -0.0017 hartree

Element x y z (Å)
1 C -3.032 0.317 1.533
2 C 0.328 0.536 0.700
3 C 1.274 -0.078 0.061
4 C 2.736 0.247 0.154
5 C 1.069 -1.152 -1.076
6 N -2.081 0.754 -0.867
7 O -2.046 -1.594 -0.155
8 S -1.951 -0.272 0.404
9 H -2.921 -0.201 2.503
10 H -2.673 1.407 1.481
11 H 0.441 1.264 1.423
12 H 3.179 0.396 -0.957
13 H 2.961 1.123 0.846
14 H 3.345 -0.609 0.680
15 H 0.491 -1.997 -0.871
16 H 0.617 -0.781 -2.011
17 H 2.001 -1.542 -1.282
18 H -1.762 1.767 -0.781
19 H -1.975 0.416 -1.788

Forces on atoms 1 to 6 (eV/Å):
C 1.53 0.54 -0.50
C -2.90 -2.60 -0.77
C 0.57 -1.69 -2.48
C 2.42 0.24 0.13
C -1.08 2.07 0.57
N -0.29 3.15 0.53

These are the Löwdin partial charges, in e, on atoms 1 to 4: -0.287, 0.011, -0.431, -0.111

=====

This record from the Open Molecules 2025 dataset describes a molecular structure, C25H21F3N10PReS. The level of theory is the ωB97M-V functional and the def2-TZVPD basis.

Maximum force = 0.62 eV/A
HOMO-LUMO gap (alpha / beta) = 7.223 / 6.448 eV
Energy = -2629.47567 a.u.
Molar mass = 767.8 g mol⁻¹
Spin multiplicity = 2
LUMO level (alpha / beta) = -0.3533 / -0.3825 hartree
Total charge = +3

Element x y z (Å)
1 Re -0.294 -0.810 -0.521
2 C -5.127 -1.496 2.314
3 N -3.881 -1.852 1.622
4 C -3.353 -3.113 1.594
5 C -2.183 -3.033 0.905
6 N -1.995 -1.730 0.503
7 C -3.044 -1.033 0.963
8 P -3.306 0.751 0.674
9 C -1.659 1.283 1.247
10 N -0.486 0.752 0.873
11 C 0.492 1.384 1.609
12 C -0.103 2.299 2.418
13 N -1.450 2.223 2.181
14 C -2.468 3.033 2.867
15 C -2.933 0.633 -1.108
16 N -1.906 -0.058 -1.621
17 C -2.026 -0.006 -2.991
18 C -3.135 0.716 -3.295
19 N -3.691 1.109 -2.106
20 C -4.941 1.873 -1.995
21 H -5.896 -2.216 2.047
22 H -5.444 -0.504 2.008
23 H -4.963 -1.515 3.389
24 H -3.840 -3.950 2.066
25 H -1.477 -3.820 0.705
26 H 1.536 1.133 1.524
27 H 0.313 2.983 3.139
28 H -1.958 3.734 3.520
29 H -3.112 2.393 3.467
30 H -3.055 3.587 2.140
31 H -1.324 -0.482 -3.653
32 H -3.571 0.981 -4.244
33 H -4.929 2.671 -2.733
34 H -5.017 2.307 -1.003
35 H -5.789 1.217 -2.179
36 S 4.404 -2.252 -6.222
37 N 4.214 -0.920 -5.346
38 C 3.209 -1.149 -4.515
39 C 2.684 -0.209 -3.550
40 C 3.142 1.104 -3.394
41 C 2.533 1.925 -2.468
42 C 1.495 1.426 -1.695
43 N 1.060 0.164 -1.815
44 C 1.638 -0.649 -2.743
45 C 1.070 -1.973 -2.883
46 N 0.026 -2.259 -2.061
47 C -0.613 -3.417 -2.235
48 C -0.214 -4.358 -3.178
49 C 0.873 -4.096 -3.982
50 C 1.527 -2.865 -3.849
51 C 2.644 -2.439 -4.664
52 N 3.234 -3.160 -5.604
53 H 3.959 1.458 -4.012
54 H 2.848 2.949 -2.331
55 H 0.997 2.045 -0.962
56 H -1.468 -3.600 -1.600
57 H -0.764 -5.284 -3.266
58 H 1.218 -4.808 -4.721
59 F 0.986 -3.324 0.517
60 C 0.610 -2.105 0.818
61 F 0.417 -2.001 2.108
62 F 1.660 -1.199 0.463

Forces on atoms 1 to 6 (eV/Å):
Re -0.52 0.24 0.24
C 0.00 -0.01 -0.01
N 0.01 0.04 0.00
C 0.02 -0.01 0.00
C -0.04 0.04 0.02
N 0.12 0.08 0.01

These are the Löwdin partial charges, in e, on atoms 1 to 4: 1.631, 0.028, -0.087, 0.014

=====

- Which value of spin multiplicity does entry 3 give?
  1

=====

- molar mass of number 2 (C43H117N7O12)?
  924.4 g mol⁻¹

=====

- What is the formula in the fifth record?
  C25H21F3N10PReS

=====

- Which value of molar mass does entry 4 give?
  133.2 g mol⁻¹